(1)
ORCA calculation (the ωB97M-V functional and the def2-TZVPD basis) on the molecule C5H7NO at a distorted geometry.

Last column: natural (NBO) charge in e.
CARTESIAN COORDINATES (ANGSTROEM)
O -1.32395 0.44723 -0.38995  -0.5017
N 1.03198 0.87934 -0.83482  -0.6226
C -0.20929 -1.52205 -0.31184  -0.0960
C -1.38357 -0.90161 -0.43293  0.1248
C 0.67645 -2.39087 -0.73821  -0.4376
C 0.06413 0.87780 -0.00554  0.5803
C -0.07752 1.80640 1.16667  -0.6994
H -0.60564 1.31316 1.98350  0.2358
H -0.63751 2.69545 0.86426  0.2443
H -2.37884 -1.32914 -0.38853  0.1933
H 0.90681 2.13299 1.50979  0.2208
H 1.73650 -2.20098 -0.60470  0.2047
H 0.39895 -3.28085 -1.29321  0.1980
H 1.80150 1.47312 -0.52449  0.3553

Highest occupied orbital energy (spin up / spin down) (eV): -7.422 / -7.561
Gap between HOMO and LUMO (spin up / spin down) (eV): 7.49 / 7.65
ΔE to the lowest compared entry with this formula, charge and spin (eV): 5.0041
Molar mass (u): 97.117
Strongest force on any atom (Eh/bohr): 0.0583
Charge: 0
SMILES: [H]/N=C(\C)OC=C=C


(2)
ORCA calculation (the ωB97M-V functional and the def2-TZVPD basis) on a 2-piece molecular cluster, C5H7NO overall.

Last column: natural (NBO) charge in e.
CARTESIAN COORDINATES (ANGSTROEM)
O -0.60537 0.32013 -2.03028  -0.4584
N -0.03479 -1.32385 1.79184  -0.6357
C -0.13597 -1.94986 -1.14931  -0.8436
C -0.35454 -0.72660 -1.58578  0.7527
C 0.73695 0.84198 0.71305  -0.4282
C 0.34565 -0.25793 1.30871  0.4087
C -0.15708 2.03023 0.47835  -0.6155
H -0.90946 -2.68713 -1.31170  0.2716
H -1.17522 1.83533 0.82902  0.2179
H 1.77423 0.88579 0.39053  0.2389
H -0.21431 2.26761 -0.58948  0.2244
H 0.86406 -2.23783 -0.85530  0.2721
H -0.36184 -1.90666 1.00509  0.3805
H 0.22770 2.90880 1.00527  0.2147

Highest occupied orbital energy (eV): -8.845
Gap between HOMO and LUMO (eV): 9.62
ΔE to the lowest compared entry with this formula, charge and spin (eV): 2.7020
Molar mass (u): 97.117
Strongest force on any atom (Eh/bohr): 0.0190
Charge: 0
SMILES: CC=C=N.C=C=O


(3)
ORCA calculation (the ωB97M-V functional and the def2-TZVPD basis) on the molecule C5H7NO at a distorted geometry.

Last column: natural (NBO) charge in e.
CARTESIAN COORDINATES (ANGSTROEM)
O -1.31272 1.89691 1.11041  -0.7112
N -0.98595 -2.71158 0.88235  -0.3285
C -1.07172 1.62178 -0.19692  0.1621
C 0.22698 -0.47735 0.26233  -0.3730
C 1.57186 -0.78237 -0.41205  -0.5788
C -0.48931 -1.71862 0.56133  0.2911
C -0.49548 0.50415 -0.61232  -0.2642
H -1.29416 2.43263 -0.89066  0.1798
H 0.36274 0.01865 1.22801  0.2570
H 1.39745 -1.21222 -1.40558  0.2149
H 2.18930 -1.47820 0.16184  0.2254
H -1.92751 1.28103 1.51198  0.4933
H -0.27312 0.45956 -1.66525  0.2118
H 2.10163 0.16564 -0.53546  0.2203

Highest occupied orbital energy (eV): -9.901
Gap between HOMO and LUMO (eV): 10.56
ΔE to the lowest compared entry with this formula, charge and spin (eV): 1.3818
Molar mass (u): 97.117
Strongest force on any atom (Eh/bohr): 0.0217
Charge: 0
SMILES: C[C@H](C#N)/C=C\O


(4)
ORCA calculation (the ωB97M-V functional and the def2-TZVPD basis) on the molecule C5H7NO at a distorted geometry.

Last column: natural (NBO) charge in e.
CARTESIAN COORDINATES (ANGSTROEM)
O -0.13758 0.69547 -0.67322  -0.5133
N 0.01327 -0.24308 1.31516  -0.7634
C -1.59253 -1.14690 -0.47469  -0.6925
C 2.18370 0.94063 0.52750  -0.1388
C 0.98989 1.48426 -0.17049  0.0291
C -0.55168 -0.23070 0.18767  0.5989
C 2.34004 1.25312 -0.73699  -0.2003
H -1.29979 -1.62727 -1.33230  0.2349
H 2.47611 0.64342 1.47872  0.2321
H -2.31156 -0.45926 -0.98588  0.2383
H 2.94398 1.15579 -1.62770  0.2240
H -1.94982 -1.81087 0.31544  0.2220
H -0.24806 -0.90677 2.00754  0.3563
H 0.72731 2.52246 -0.01712  0.1726

Highest occupied orbital energy (eV): -9.404
Gap between HOMO and LUMO (eV): 10.50
ΔE to the lowest compared entry with this formula, charge and spin (eV): 3.6307
Molar mass (u): 97.117
Strongest force on any atom (Eh/bohr): 0.0682
Charge: 0
SMILES: [H]/N=C(\C)OC1C=C1


(5)
ORCA calculation (the ωB97M-V functional and the def2-TZVPD basis) on the molecule C5H7NO at a distorted geometry.

Last column: natural (NBO) charge in e.
CARTESIAN COORDINATES (ANGSTROEM)
O 0.93677 -1.39670 -0.70032  -0.4875
N -0.81653 -1.82082 -2.19130  -0.6879
C 0.14285 1.68369 1.22975  -0.6337
C -0.93650 -0.13745 -0.32690  -0.5229
C -0.33413 -1.18061 -1.21297  0.5561
C 0.23122 0.45690 0.39862  -0.0623
C 1.21924 -0.42041 0.24131  0.0608
H 0.46782 2.50415 0.58664  0.2320
H 2.16120 -0.53483 0.75346  0.2055
H -1.83689 0.38531 -0.65724  0.2552
H -1.01758 -0.56944 0.72965  0.2855
H -0.87334 1.91418 1.57327  0.2208
H -0.13990 -2.51269 -2.52674  0.3526
H 0.79579 1.62872 2.10278  0.2260

Highest occupied orbital energy (eV): -8.335
Gap between HOMO and LUMO (eV): 9.12
ΔE to the lowest compared entry with this formula, charge and spin (eV): 1.9136
Molar mass (u): 97.117
Strongest force on any atom (Eh/bohr): 0.0511
Charge: 0
SMILES: [H]/N=C1/CC(C)=CO1


(6)
ORCA calculation (the ωB97M-V functional and the def2-TZVPD basis) on the molecule C5H7NO at a distorted geometry.

Last column: natural (NBO) charge in e.
CARTESIAN COORDINATES (ANGSTROEM)
O 1.25050 -2.35889 0.52472  -0.5111
N 1.47594 -0.32844 -0.68462  -0.5580
C -0.82456 0.76464 -0.78833  -0.2213
C -1.26533 0.26635 0.36488  -0.1719
C 1.21163 -1.33512 -0.04597  0.8550
C -0.30363 -0.29479 1.36576  -0.7020
C 0.61071 0.68836 -1.26867  -0.2616
H -1.51002 1.26186 -1.47549  0.2139
H 0.60746 0.46001 -2.33646  0.2191
H -0.59591 -1.30026 1.71585  0.2415
H -0.15245 0.32332 2.23390  0.2337
H -2.32921 0.27864 0.60087  0.2080
H 0.72868 -0.09297 0.95977  0.2383
H 1.09619 1.66729 -1.16621  0.2165

Highest occupied orbital energy (eV): -9.598
Gap between HOMO and LUMO (eV): 10.49
ΔE to the lowest compared entry with this formula, charge and spin (eV): 2.2889
Molar mass (u): 97.117
Strongest force on any atom (Eh/bohr): 0.0508
Charge: 0
SMILES: C/C=C\CN=C=O


(7)
ORCA calculation (the ωB97M-V functional and the def2-TZVPD basis) on the molecule C5H7NO.

Last column: natural (NBO) charge in e.
CARTESIAN COORDINATES (ANGSTROEM)
O 1.09528 -1.37658 2.21380  -0.6503
N -0.96341 0.04289 0.00579  -0.3614
C 0.17513 -0.96808 -0.10460  -0.0921
C 0.99996 0.04611 -0.92784  -0.4381
C -0.20030 1.00983 -0.89037  -0.2123
C -0.72029 0.10424 1.44853  -0.4017
C 0.31230 -0.83452 1.44917  0.4501
H -1.91579 -0.21270 -0.24530  0.4077
H -0.05654 -1.92689 -0.57589  0.2120
H -0.68475 1.16840 -1.85935  0.2047
H -0.06818 1.95692 -0.36593  0.2190
H 1.89279 0.39407 -0.40523  0.2367
H -1.17060 0.86094 2.07250  0.2069
H 1.26515 -0.28197 -1.93498  0.2188

Highest occupied orbital energy (eV): -7.599
Gap between HOMO and LUMO (eV): 8.05
ΔE to the lowest compared entry with this formula, charge and spin (eV): 3.2785
Molar mass (u): 97.117
Strongest force on any atom (Eh/bohr): 0.0074
Charge: 0
SMILES: [O-]C1=C[N@H+]2CC[C@@H]12


(8)
ORCA calculation (the ωB97M-V functional and the def2-TZVPD basis) on a 2-piece molecular cluster, C5H7NO overall.

Last column: natural (NBO) charge in e.
CARTESIAN COORDINATES (ANGSTROEM)
O -0.61063 -0.99198 1.62782  -0.5177
N -1.61389 1.85124 1.39105  -0.6276
C 1.41817 -0.70871 0.06583  -0.5324
C 0.64567 -2.00016 -0.35864  -0.5352
C -1.24869 1.88828 0.22298  0.4257
C -0.89812 1.94355 -1.04179  -0.6904
C 0.19138 -1.14906 0.74236  0.6172
H 0.05866 2.35113 -1.34147  0.2376
H 1.10060 -2.94836 -0.08521  0.2397
H -1.33280 0.97698 1.84908  0.4067
H -1.54329 1.52149 -1.80039  0.2425
H 1.40470 0.16064 -0.58687  0.2490
H 2.35599 -0.85307 0.60042  0.2402
H 0.07224 -2.04197 -1.28518  0.2447

Highest occupied orbital energy (eV): -9.042
Gap between HOMO and LUMO (eV): 9.78
ΔE to the lowest compared entry with this formula, charge and spin (eV): 3.3654
Molar mass (u): 97.117
Strongest force on any atom (Eh/bohr): 0.0151
Charge: 0
SMILES: O=C1CC1.C=C=N